{"formula": "C30H33AsBi", "method": "wB97M-V/def2-TZVPD", "homo_energy_ev": -17.32, "fmax_ha_per_bohr": 0.0096, "homo_lumo_gap_ev": 5.99, "e_tot_ev": -98295.5091, "total_charge": 3, "elements": ["Bi", "C", "C", "C", "C", "C", "C", "C", "C", "C", "C", "C", "C", "H", "H", "H", "H", "H", "H", "H", "H", "H", "H", "H", "H", "H", "H", "H", "H", "H", "H", "C", "C", "C", "C", "C", "C", "As", "C", "C", "C", "C", "C", "C", "C", "C", "C", "C", "C", "C", "H", "H", "H", "H", "H", "H", "H", "H", "H", "H", "H", "H", "H", "H", "H"], "positions_angstrom": [[-0.08242, 0.00514, -0.46620], [-0.70469, -3.15397, -3.12394], [-0.38291, -1.70068, -2.92966], [-1.42083, -0.75133, -2.87780], [-2.85499, -1.19537, -2.89905], [-1.11221, 0.64968, -2.86457], [-2.19444, 1.67529, -3.08172], [0.25368, 1.07353, -2.81228], [0.58832, 2.54006, -2.88345], [1.29374, 0.10210, -2.81097], [2.72647, 0.55358, -2.93397], [0.96655, -1.28816, -2.81514], [2.06179, -2.31207, -2.75790], [-0.83563, -3.67149, -2.16863], [0.08979, -3.66303, -3.66366], [-1.62123, -3.28115, -3.69382], [-3.19833, -1.31602, -3.93134], [-3.51134, -0.47310, -2.42005], [-2.98245, -2.15418, -2.40185], [-3.05753, 1.23223, -3.56939], [-1.83056, 2.47329, -3.72535], [-2.54256, 2.14089, -2.15652], [0.68521, 2.83742, -3.93234], [1.53218, 2.77030, -2.39545], [-0.18632, 3.16227, -2.44212], [2.79421, 1.41716, -3.59214], [3.34791, -0.22750, -3.36097], [3.16852, 0.84030, -1.97623], [2.38618, -2.57285, -3.77052], [1.72770, -3.22998, -2.28014], [2.93275, -1.94597, -2.22018], [0.11346, 4.24995, 5.12539], [0.09582, 2.95404, 5.63068], [0.08302, 1.87104, 4.76708], [0.09039, 2.12566, 3.39891], [0.10745, 3.41460, 2.87074], [0.11958, 4.48155, 3.75600], [0.10813, 0.66919, 2.17458], [1.63139, -0.51052, 2.09117], [2.62853, -0.13910, 1.17195], [3.75846, -0.93254, 1.02198], [3.89821, -2.08543, 1.78298], [2.91753, -2.44434, 2.70332], [1.78209, -1.66270, 2.86158], [-1.50789, -0.38641, 1.92115], [-1.63279, -1.75863, 2.14661], [-2.83225, -2.39750, 1.84760], [-3.89395, -1.68715, 1.30129], [-3.76702, -0.32493, 1.03987], [-2.58116, 0.32836, 1.34226], [0.12363, 5.08850, 5.80860], [0.09156, 2.78399, 6.69859], [0.06927, 0.86210, 5.15973], [0.11926, 3.58910, 1.80238], [0.13639, 5.49345, 3.37483], [2.56617, 0.81351, 0.64847], [4.54452, -0.63129, 0.34154], [4.78588, -2.69541, 1.68038], [3.04632, -3.32765, 3.31465], [1.05551, -1.93417, 3.61642], [-0.82042, -2.33276, 2.56915], [-2.93836, -3.45409, 2.05570], [-4.82521, -2.19533, 1.08733], [-4.59899, 0.23354, 0.63058], [-2.51108, 1.40501, 1.21386]], "forces_ev_per_angstrom": [[-0.049, -0.486, 0.083], [0.003, -0.017, -0.005], [0.001, -0.098, 0.015], [-0.063, 0.403, -0.079], [-0.007, -0.012, 0.014], [-0.126, -0.214, 0.038], [-0.053, -0.012, 0.005], [0.005, 0.159, -0.023], [0.007, 0.015, 0.020], [0.085, -0.164, 0.066], [0.024, -0.038, -0.015], [0.145, 0.231, -0.014], [-0.008, -0.022, 0.007], [0.001, 0.000, 0.000], [0.002, 0.008, 0.001], [-0.002, 0.009, 0.001], [0.006, 0.003, 0.001], [0.006, 0.001, 0.006], [0.005, -0.004, -0.006], [0.003, 0.000, 0.005], [0.001, -0.004, -0.007], [0.007, -0.007, -0.001], [0.001, 0.001, 0.002], [0.002, -0.003, -0.001], [-0.004, -0.006, -0.003], [-0.003, 0.003, -0.002], [-0.003, 0.000, 0.003], [-0.011, 0.002, 0.001], [0.000, 0.006, 0.000], [-0.007, 0.002, -0.007], [-0.005, 0.008, 0.003], [0.000, -0.024, 0.017], [-0.007, 0.006, -0.009], [0.003, -0.032, 0.035], [-0.077, -0.059, -0.113], [0.014, 0.005, 0.106], [-0.007, 0.015, -0.046], [0.081, 0.273, -0.371], [-0.145, -0.014, 0.094], [-0.038, -0.061, -0.002], [0.044, -0.006, -0.026], [-0.014, 0.014, 0.004], [-0.007, 0.025, -0.004], [0.031, -0.012, 0.071], [0.034, 0.105, 0.080], [0.072, -0.079, -0.037], [-0.018, 0.013, -0.012], [0.048, -0.013, 0.016], [0.004, 0.015, -0.007], [0.013, -0.027, 0.096], [0.002, -0.001, 0.001], [0.000, 0.011, 0.002], [-0.002, 0.003, 0.014], [0.003, 0.006, 0.006], [-0.003, 0.002, 0.012], [0.025, 0.009, 0.006], [0.001, -0.007, 0.004], [0.000, 0.001, -0.006], [0.008, 0.000, -0.002], [-0.011, 0.006, -0.017], [-0.002, 0.013, 0.005], [0.003, 0.001, -0.002], [-0.006, 0.018, -0.002], [-0.007, -0.008, 0.010], [-0.006, 0.039, -0.029]]}

=====

{"formula": "C20H16CrF5NO2S2", "method": "wB97M-V/def2-TZVPD", "homo_energy_ev": [-7.54, -7.59], "multiplicity": 5, "fmax_ha_per_bohr": 0.0192, "homo_lumo_gap_ev": [7.16, 5.88], "e_tot_ev": -90260.5620, "elements": ["Cr", "C", "C", "C", "C", "C", "C", "C", "C", "C", "H", "H", "H", "H", "H", "H", "H", "H", "H", "H", "H", "H", "S", "C", "C", "C", "C", "C", "N", "H", "H", "H", "H", "F", "C", "C", "F", "C", "F", "C", "S", "C", "F", "C", "F", "O", "O"], "positions_angstrom": [[-0.02806, -0.03377, 0.26092], [0.90373, 2.98794, -1.59473], [1.51549, 1.78341, -0.93453], [2.01505, 0.73807, -1.70687], [2.47219, -0.43284, -1.11953], [2.87971, -1.60069, -1.96569], [2.56800, -0.49351, 0.27703], [2.32530, 0.63387, 1.06554], [2.83026, 0.71412, 2.47876], [1.70421, 1.73629, 0.45379], [1.68097, 3.56905, -2.09520], [0.41516, 3.63770, -0.86786], [0.17512, 2.68403, -2.34876], [1.94816, 0.79932, -2.78352], [3.95226, -1.54945, -2.16967], [2.34101, -1.59713, -2.91101], [2.68034, -2.54389, -1.45728], [2.97661, -1.38269, 0.74224], [3.86069, 1.07716, 2.44803], [2.82624, -0.26166, 2.96331], [2.24365, 1.40576, 3.08349], [1.46327, 2.60320, 1.05430], [-0.16205, 0.27913, 2.55858], [-2.72652, -0.57954, 0.57888], [-4.09518, -0.45744, 0.83810], [-4.63832, 0.79175, 0.77980], [-3.83435, 1.90682, 0.47800], [-2.50644, 1.70319, 0.26786], [-1.95540, 0.46767, 0.31956], [-4.67267, -1.34763, 1.04959], [-5.69670, 0.92222, 0.96495], [-4.24508, 2.90466, 0.41729], [-1.83045, 2.51715, 0.04644], [-3.88402, -4.94767, -3.55682], [-3.16115, -3.85730, -3.29613], [-3.77022, -2.70399, -2.85600], [-5.09927, -2.67890, -2.69669], [-3.00644, -1.58723, -2.58591], [-3.67640, -0.49397, -2.19073], [-1.62202, -1.55296, -2.72613], [-0.66125, -0.11895, -2.38639], [-1.05428, -2.73691, -3.18304], [0.26896, -2.83197, -3.37078], [-1.79481, -3.86892, -3.46386], [-1.19390, -4.98448, -3.89038], [-0.77683, -1.74993, 0.27286], [-2.18024, -1.78283, 0.60829]], "forces_ev_per_angstrom": [[-0.419, -0.485, -0.753], [-0.026, -0.026, -0.001], [0.337, 0.329, 0.110], [0.019, -0.038, -0.115], [0.076, -0.050, -0.038], [-0.009, 0.005, 0.013], [0.148, 0.059, -0.019], [0.029, 0.106, -0.001], [-0.106, -0.070, 0.017], [0.151, 0.082, -0.067], [-0.014, 0.000, -0.002], [0.018, -0.020, -0.013], [0.016, 0.005, 0.037], [-0.033, -0.031, -0.019], [-0.012, -0.008, -0.009], [0.000, 0.003, 0.029], [-0.011, 0.019, -0.008], [-0.076, -0.044, 0.014], [0.009, 0.002, 0.001], [-0.007, 0.036, -0.027], [0.037, -0.015, -0.039], [-0.130, -0.010, 0.048], [-0.099, 0.030, 0.055], [0.144, 0.016, -0.001], [-0.109, -0.184, -0.006], [-0.127, 0.229, 0.002], [-0.220, -0.053, 0.035], [0.196, -0.247, -0.061], [-0.168, 0.212, 0.278], [0.029, 0.079, -0.004], [0.013, 0.014, -0.012], [-0.010, -0.063, 0.015], [0.057, -0.027, -0.002], [-0.012, -0.013, -0.009], [-0.111, -0.198, -0.034], [-0.160, 0.037, 0.041], [0.029, 0.051, 0.015], [-0.102, 0.200, -0.030], [0.055, 0.114, 0.042], [-0.076, 0.156, 0.215], [0.146, -0.041, 0.087], [0.218, -0.082, 0.015], [0.002, 0.055, 0.044], [0.162, -0.098, -0.040], [0.028, 0.022, -0.003], [-0.369, -0.017, 0.240], [0.486, -0.041, -0.042]]}